<P>
An isolated molecule of C10H13NO2. Source: the Open Molecules 2025 dataset; level of theory: ωB97M-V/def2-TZVPD.

Each line ends with the Löwdin charge.
Element x y z (Å)
H: -1.61122 -3.72403 1.14024  0.071
H: 1.75444 -0.18334 1.05805  0.081
C: -0.94621 -2.95033 1.22073  -0.031
H: -1.92084 3.01568 -0.32155  0.079
C: 0.36067 -3.23804 1.53216  -0.121
H: 2.28129 1.97256 -2.86672  0.091
H: 1.00137 0.96922 -3.72296  0.077
H: -2.19567 -1.15325 0.62500  0.103
H: 2.14792 0.24899 -2.98824  0.046
C: 1.02754 -0.91962 1.05217  -0.001
H: -1.32239 3.16098 1.22514  0.085
H: -0.77355 0.17565 -1.90971  0.109
C: -1.98611 2.59061 0.63873  -0.112
C: -1.28726 -1.58155 0.94252  -0.010
N: 1.00701 1.22618 -1.57852  -0.335
C: -0.31341 -0.65660 0.92535  -0.240
H: 0.14866 1.40206 1.11205  0.127
C: 1.66766 1.11231 -2.92708  0.046
C: -0.14502 0.76948 -1.27662  0.100
H: -2.96178 2.88436 0.90063  0.082
O: -1.84536 1.23556 0.82038  -0.113
C: 1.36479 -2.32302 1.39245  -0.044
C: -0.56866 0.80911 0.55960  -0.175
H: 2.46878 -2.38862 1.40004  0.109
O: 1.82194 1.68074 -0.71619  -0.105
H: 0.82540 -4.13507 1.76234  0.081

HOMO-LUMO gap	9.40	eV
highest occupied orbital energy	-8.54	eV
SMILES	CO[C@H](/C=[N+](/C)[O-])c1ccccc1
net charge	0
spin multiplicity	1
LUMO energy	0.860	eV



<Q>
An isolated molecule of C10H13NO2. Source: the Open Molecules 2025 dataset; level of theory: ωB97M-V/def2-TZVPD.

Each line ends with the Löwdin charge.
Element x y z (Å)
H: 0.40930 2.42445 -0.45313  0.140
C: -3.36963 0.29683 -0.21515  -0.102
H: 2.26568 -0.56328 2.46740  0.083
O: 1.29205 -1.69567 0.61084  -0.078
C: -0.66463 -0.12038 -0.08334  -0.060
C: 0.95089 -0.51465 -0.13435  -0.348
H: 0.93681 -1.65713 -2.06443  0.091
O: 1.93351 1.64760 0.26215  0.066
H: 0.96324 -2.43830 0.06840  0.099
H: 3.44805 0.71694 2.09901  0.068
H: 2.47953 -1.11244 -1.45047  0.082
H: -1.19130 3.04158 0.17067  0.123
C: -2.89230 -1.04089 -0.05940  -0.058
N: -0.44140 2.23941 0.23530  0.068
H: -2.83356 2.38997 -0.36458  0.134
C: -1.17278 1.14553 -0.13069  -0.341
C: 2.86087 -0.07448 1.70313  0.020
C: 1.44582 -0.84341 -1.55787  -0.002
H: 1.42954 0.01754 -2.19632  0.082
H: -3.53391 -1.88575 -0.07026  0.084
C: -1.50866 -1.21574 0.01631  -0.043
C: -2.55145 1.31990 -0.10872  -0.080
C: 1.89636 0.52575 0.62887  -0.339
H: -1.10421 -2.20471 0.01570  0.098
H: -4.43027 0.40593 -0.41191  0.106
H: 3.38246 -0.80462 1.02287  0.106

HOMO-LUMO gap	8.77	eV
highest occupied orbital energy	-7.99	eV
SMILES	CC(=O)[C@@](C)(O)c1ccccc1N
net charge	0
spin multiplicity	1
LUMO energy	0.774	eV



Order of stability, best first: <Q>, <P>



<P>
An isolated molecule of C4H5OP. Source: the Open Molecules 2025 dataset; level of theory: ωB97M-V/def2-TZVPD.

Each line ends with the Löwdin charge.
Element x y z (Å)
H: 1.72603 -0.36933 1.18849  0.094
P: -0.34798 -0.22273 -1.96062  0.917
C: -0.99038 1.42307 0.34210  0.047
H: 1.49389 -1.49649 -0.91917  0.056
C: 0.84232 -0.66363 -0.68371  -0.374
H: -1.82828 -1.73265 -2.62084  0.029
C: 0.93819 -0.05824 0.50720  -0.208
H: -1.71333 2.19570 0.45417  0.009
H: 0.33529 1.37052 1.98544  0.093
C: 0.06430 1.00169 0.98998  -0.278
O: -1.17432 -1.64154 -1.92487  -0.386

HOMO-LUMO gap (spin up / spin down)	8.07 / 7.45	eV
highest occupied orbital energy (spin up / spin down)	-8.29 / -7.53	eV
net charge	0
spin multiplicity	1
LUMO energy (spin up / spin down)	-0.219 / -0.082	eV



<Q>
An isolated molecule of C4H5OP. Source: the Open Molecules 2025 dataset; level of theory: ωB97M-V/def2-TZVPD.

Each line ends with the Löwdin charge.
Element x y z (Å)
H: 0.90707 2.09185 0.71751  0.077
H: -0.92030 -1.23661 0.25271  0.094
H: 0.16727 -1.42333 -1.23164  0.141
P: 2.61380 -0.33918 -0.55875  0.847
C: -0.57732 0.70683 -0.41508  -0.145
O: 3.67288 0.06884 0.35838  -0.493
C: 0.44522 1.26402 0.23351  0.016
C: 1.05349 -0.40462 0.40496  -0.463
H: -1.47608 1.07555 -0.95136  0.109
H: 1.10818 -0.64754 1.50413  0.116
C: -0.20688 -0.70775 -0.33061  -0.300

HOMO-LUMO gap	8.78	eV
highest occupied orbital energy	-9.14	eV
SMILES	O=P[C@H]1C=CC1
net charge	0
spin multiplicity	1
LUMO energy	-0.360	eV



Order of stability, best first: <Q>, <P>



<P>
An isolated molecule of C14H14N2O4S. Source: the Open Molecules 2025 dataset; level of theory: ωB97M-V/def2-TZVPD.

Each line ends with the Löwdin charge.
Element x y z (Å)
H: 0.30790 -4.39805 0.97585  0.104
O: -2.77256 0.05215 -0.07246  0.104
H: 1.32381 1.75337 -4.60900  0.108
H: 0.74131 -0.94824 -4.63109  0.084
H: -0.52599 -1.34929 -3.45578  0.085
C: -1.60610 2.15859 0.12722  -0.026
S: 1.47837 -0.25121 2.41513  1.049
H: -1.05182 -4.70118 2.07874  0.100
H: -2.27047 2.51401 -0.66074  0.138
H: 0.74283 -1.16816 4.48168  0.090
C: 0.74065 1.85420 0.86202  -0.222
H: -0.00227 3.58416 -0.17797  0.161
O: 0.11548 0.66807 -1.78802  0.087
C: 0.31077 -1.18925 3.48251  -0.317
C: 0.94225 1.61743 -3.61817  -0.017
C: -1.80174 0.66824 0.29247  -0.455
C: 0.47693 -0.94250 -3.57824  -0.006
H: -0.88967 -0.96146 1.11528  0.122
O: -0.49497 -2.71744 1.87891  -0.093
H: -0.65341 -0.68526 3.46971  0.096
C: -0.65432 -4.02023 1.32505  -0.022
C: 0.53366 0.44677 -3.05467  -0.312
H: -1.90037 2.63628 1.06697  0.142
O: 0.66045 -3.56785 3.60178  0.133
C: -0.14571 2.50060 -0.18855  -0.180
C: 0.76240 2.62196 -2.63377  0.000
N: 2.86167 3.09944 1.52506  0.169
H: 0.98219 3.66541 -2.72893  0.112
H: -1.34939 -3.91261 0.49646  0.099
H: 1.17047 -1.58406 -3.03468  0.084
C: 0.19511 -2.62780 3.02474  -0.572
C: 0.39179 0.63956 1.34166  -0.487
C: 1.91826 2.51157 1.23510  -0.236
N: -0.78955 0.03958 0.97539  0.117
C: 0.25207 1.99319 -1.53965  -0.240

HOMO-LUMO gap	8.71	eV
highest occupied orbital energy	-8.41	eV
SMILES	COC(=O)CSC1=C(C#N)[C@@H](c2ccc(C)o2)CC(=O)N1
net charge	0
spin multiplicity	1
LUMO energy	0.305	eV



<Q>
An isolated molecule of C14H14N2O4S. Source: the Open Molecules 2025 dataset; level of theory: ωB97M-V/def2-TZVPD.

Each line ends with the Löwdin charge.
Element x y z (Å)
C: -0.66603 -0.68216 1.67871  -0.153
N: 0.26591 1.25150 0.09068  -0.304
O: -0.23386 -1.03098 -0.86211  -0.268
C: -0.68939 -2.57350 3.18564  0.016
H: 3.23176 3.13621 -1.18015  0.109
H: -0.13844 3.09651 -0.84433  0.096
H: 0.25282 3.17838 0.88923  0.093
H: -0.88564 -3.62391 3.33932  0.125
C: 1.61370 1.07974 -0.41535  -0.154
C: 2.79815 3.28169 -3.27017  -0.085
C: 1.06630 1.15991 -2.85907  -0.027
C: 2.06576 2.77300 -4.32854  -0.090
H: -0.04537 -2.18382 5.18523  0.111
O: -2.10651 0.49118 -0.22222  -0.256
C: 0.01439 -0.42047 3.96809  -0.052
N: -1.49892 -2.86555 0.90856  -0.363
C: 2.66086 2.73407 -2.00569  -0.048
S: -0.79253 -0.02279 -0.01313  0.683
H: 2.16987 3.20257 -5.31393  0.101
C: -0.26000 2.59484 0.11965  -0.076
H: 3.47469 4.10905 -3.42710  0.101
C: -0.22171 -1.76564 4.20652  -0.053
H: -1.31974 2.52722 0.34876  0.082
C: 1.79834 1.66784 -1.79198  -0.226
O: -2.32705 -2.36165 0.19126  0.098
H: 0.02033 1.15025 2.50408  0.109
O: -1.14321 -4.02062 0.88721  0.106
C: -0.92446 -2.02002 1.93328  -0.133
H: 0.39681 0.33044 -2.68817  0.101
H: 2.31298 1.54064 0.29301  0.128
C: 1.19979 1.71152 -4.12049  -0.070
H: 1.79094 0.00335 -0.44321  0.124
C: -0.19109 0.11312 2.70424  -0.040
H: 0.37159 0.21366 4.76497  0.110
H: 0.62813 1.31097 -4.94419  0.105

HOMO-LUMO gap	8.98	eV
highest occupied orbital energy	-9.41	eV
SMILES	CN(Cc1ccccc1)S(=O)(=O)c1ccccc1[N+](=O)[O-]
net charge	0
spin multiplicity	1
LUMO energy	-0.432	eV



Order of stability, best first: <P>, <Q>



<P>
A cluster of 3 separate species, C3H15N2O3 in total. Source: the Open Molecules 2025 dataset; level of theory: ωB97M-V/def2-TZVPD.

Each line ends with the Löwdin charge.
Element x y z (Å)
H: -0.35067 1.50873 1.76964  0.169
H: 0.50101 -2.44310 2.13528  0.127
H: -2.24890 0.20836 -2.00476  0.074
C: -0.03917 -1.52430 2.19989  -0.163
O: -1.66726 0.73929 -1.44092  -0.054
O: -1.15747 1.73541 -4.66958  -0.044
H: 1.91925 1.03145 -0.87007  0.074
H: 0.53452 -1.62003 4.10826  0.077
H: -1.44422 0.27657 1.65623  0.166
H: 1.30901 0.06977 1.95138  0.146
H: -0.43029 1.14100 -4.51314  0.028
H: -0.82965 0.99201 0.29046  0.116
N: -0.60461 0.68946 1.24612  0.255
H: 3.01443 -0.08015 -0.59784  0.083
O: -0.03196 -1.07551 3.59106  -0.054
H: 0.38761 -0.66635 -0.75355  0.101
H: -1.10035 -1.75290 2.06024  0.131
H: -1.57436 1.51041 -2.02668  0.058
N: 2.17106 0.31581 -0.19790  0.013
H: 1.56118 -1.66893 0.16943  0.125
C: 1.13348 -0.67937 0.03625  -0.209
C: 0.47367 -0.34881 1.40523  -0.262
H: -1.52633 1.64117 -5.54502  0.043

HOMO-LUMO gap	10.42	eV
highest occupied orbital energy	-13.34	eV
net charge	+1
spin multiplicity	1
LUMO energy	-2.924	eV



<Q>
A cluster of 4 separate species, C3H15N2O3 in total. Source: the Open Molecules 2025 dataset; level of theory: ωB97M-V/def2-TZVPD.

Each line ends with the Löwdin charge.
Element x y z (Å)
H: 0.45724 -1.13186 0.41440  0.129
O: -3.10552 0.94834 -0.57097  -0.051
H: 0.05502 -2.94029 -2.94914  0.054
H: 1.22469 3.41559 1.57160  0.074
H: -2.10787 -1.34527 -0.18492  0.048
O: -1.35418 -1.88325 0.10206  -0.055
H: 1.06013 2.88640 -0.09568  0.071
H: 2.39708 0.82669 1.04302  0.167
O: 0.36868 -3.04537 -2.05087  -0.049
H: 3.19015 -0.82434 -0.67104  0.141
N: 2.24684 -1.17139 -0.58508  0.210
H: -0.37138 3.40741 0.83636  0.080
H: -0.56679 0.97902 1.02910  0.107
C: 1.33792 -0.55496 0.12483  -0.144
H: -1.75209 -2.51456 0.71423  0.078
H: 0.32901 1.36438 2.44503  0.121
H: -3.30193 0.83302 -1.50927  0.049
H: -3.96481 0.85654 -0.15116  0.046
H: 1.88305 -1.96483 -1.11239  0.098
C: 0.38925 1.39568 1.35646  -0.191
H: -0.43693 -2.93029 -1.52010  0.021
N: 1.44220 0.51456 0.88588  0.046
C: 0.58025 2.87879 0.87763  -0.048

HOMO-LUMO gap	11.43	eV
highest occupied orbital energy	-14.30	eV
net charge	+1
spin multiplicity	1
LUMO energy	-2.865	eV



Order of stability, best first: <Q>, <P>



<P>
A cluster of 2 separate species, C6H10N2O5 in total. Source: the Open Molecules 2025 dataset; level of theory: ωB97M-V/def2-TZVPD.

Each line ends with the Löwdin charge.
Element x y z (Å)
N: 0.21473 -0.49120 -0.30470  -0.008
O: -4.90005 -0.43511 0.39308  -0.090
O: 4.42708 -0.90901 -0.67235  0.115
N: -3.94444 0.33397 -0.36907  -0.033
H: -4.91744 -0.06811 1.33523  0.132
O: 4.79182 0.53478 0.78640  0.045
H: 1.73647 -0.78012 -1.80454  0.154
H: 1.95494 -0.20865 1.28546  0.157
O: 0.76766 1.66437 -0.58335  -0.079
C: 1.60989 -0.83786 -0.65033  -0.155
C: -1.57089 1.14580 -0.16236  0.061
C: -0.20814 0.81364 -0.32499  -0.426
H: -3.24158 -1.80711 -0.82827  0.412
H: -0.20601 -1.21898 0.52199  0.220
H: 1.76352 -1.93657 -0.37038  0.137
H: -1.89354 2.09333 -0.21602  0.075
O: -2.29127 -1.16012 0.31994  -0.038
C: -2.49875 0.09575 -0.02768  -0.394
H: -4.26048 1.26760 -0.58559  0.122
C: 3.87121 -0.19446 0.10341  -0.613
C: 2.47922 0.12190 0.29366  -0.123
H: 2.14798 1.27144 0.20305  0.149
H: 4.16808 0.70473 1.65740  0.181

HOMO-LUMO gap	6.83	eV
highest occupied orbital energy	-9.15	eV
net charge	0
spin multiplicity	1
LUMO energy	-2.322	eV



<Q>
An isolated molecule of C6H10N2O5. Source: the Open Molecules 2025 dataset; level of theory: ωB97M-V/def2-TZVPD.

Each line ends with the Löwdin charge.
Element x y z (Å)
H: -1.64488 -1.99938 -0.11551  0.204
O: -2.86972 -0.33609 1.54068  0.157
H: -1.66533 0.06299 -2.03537  0.103
C: 0.55921 0.59059 0.27751  -0.358
H: -0.08517 2.26252 -0.60899  0.069
C: -1.02034 0.07349 -0.17635  -0.238
O: 0.67405 0.78588 1.69592  0.038
H: 3.06338 0.19893 -0.08224  0.104
H: 2.87598 -1.52456 -0.77387  0.102
N: 1.18440 -0.61594 -0.08252  -0.053
O: -1.09476 0.61821 -1.50601  -0.021
C: 0.41985 -1.74529 -0.12935  -0.528
H: 1.54174 2.44869 0.00593  0.049
O: -3.44185 0.71561 -0.43436  0.129
O: 0.75721 -2.87031 -0.41703  0.095
N: -0.84459 -1.29436 -0.14510  0.128
C: -2.68773 0.23129 0.36302  -0.388
H: 0.38532 1.61553 2.03552  0.084
H: -3.72520 -0.64620 1.71242  0.103
H: 1.29153 1.57389 -1.53301  0.108
C: 2.58998 -0.79433 -0.00169  -0.019
H: 2.83838 -1.23911 0.96357  0.098
C: 0.89856 1.88796 -0.55317  0.035

HOMO-LUMO gap	9.82	eV
highest occupied orbital energy	-9.51	eV
SMILES	CN1C(=O)N[C@@](O)(C(=O)O)[C@@]1(C)O
net charge	0
spin multiplicity	1
LUMO energy	0.303	eV



Order of stability, best first: <Q>, <P>



<P>
A cluster of 2 separate species, C5H17N2O in total. Source: the Open Molecules 2025 dataset; level of theory: ωB97M-V/def2-TZVPD.

Each line ends with the Löwdin charge.
Element x y z (Å)
O: 0.72364 -1.98608 2.26063  -0.043
H: -1.36186 0.32260 -1.32000  0.138
H: 0.53640 -0.10776 1.61418  0.110
N: -0.01622 0.73782 1.78281  0.208
H: 0.38820 2.03677 -1.22443  0.121
H: -2.41072 -1.00768 0.62627  0.085
H: -2.14786 -0.46322 2.23155  0.088
C: -1.14333 0.72740 0.70713  -0.314
H: 2.06221 1.12333 -2.65683  0.111
H: -0.24649 -0.84432 -0.50425  0.113
H: -3.23725 0.46733 1.18811  0.092
H: 0.45012 0.67204 -3.18093  0.116
H: 0.52504 1.57798 1.55820  0.155
H: 1.44518 0.96258 -0.33763  0.102
H: -1.35061 1.77706 0.57086  0.143
C: -2.31663 -0.10467 1.20840  -0.023
C: -0.56631 0.18965 -0.59274  -0.176
N: 1.52696 -0.94215 -2.36905  0.007
H: 1.66099 -2.21035 2.29125  0.066
H: 0.25960 -2.82094 2.39252  0.068
C: 0.64815 0.97938 -1.08975  -0.215
C: 1.20799 0.48708 -2.42547  -0.271
H: -0.39990 0.92278 2.71291  0.169
H: 2.50977 -1.13130 -2.20063  0.076
H: 1.25289 -1.36534 -3.24310  0.072

HOMO-LUMO gap	9.50	eV
highest occupied orbital energy	-12.47	eV
net charge	+1
spin multiplicity	1
LUMO energy	-2.973	eV



<Q>
A cluster of 2 separate species, C5H17N2O in total. Source: the Open Molecules 2025 dataset; level of theory: ωB97M-V/def2-TZVPD.

Each line ends with the Löwdin charge.
Element x y z (Å)
H: 2.03948 0.29873 -1.61380  0.002
H: 3.01322 1.16659 -0.64261  0.083
C: 0.96664 0.87251 0.02918  -0.141
C: -1.17236 -0.61596 0.78392  -0.331
H: -3.06155 0.06641 -0.33870  0.075
C: -1.28874 0.39868 1.90540  -0.085
C: 0.36178 -0.62485 0.23000  -0.201
H: 1.01653 -1.28390 2.20413  0.205
H: -0.10220 -0.26042 -3.55300  0.074
H: 0.40807 1.09879 -3.21151  0.035
C: -2.02789 -0.02250 -0.34379  -0.066
H: 0.29671 -1.07603 -0.87738  0.171
H: -0.48988 0.37096 2.52419  0.018
H: -1.40246 1.34697 1.40578  0.063
H: -1.54192 -1.51640 1.04951  0.093
H: -1.82021 -0.69056 -1.19198  0.083
H: 1.35175 -2.36438 0.90240  0.120
H: 2.33197 -0.96357 0.92028  0.221
H: -2.30666 0.66471 2.56074  0.170
N: 2.23989 0.53121 -0.72036  0.022
N: 1.29813 -1.42188 1.15689  0.180
H: 0.29074 1.27436 -0.65031  0.060
O: 0.08003 0.32809 -2.81491  -0.014
H: -1.66307 0.93079 -0.56789  0.051
H: 1.18197 1.49165 0.85380  0.110

HOMO-LUMO gap	10.39	eV
highest occupied orbital energy	-13.50	eV
net charge	+1
spin multiplicity	1
LUMO energy	-3.106	eV



Order of stability, best first: <P>, <Q>